# C7H8MgO5

A structure of composition C7H8MgO5 at a distorted geometry (ωB97M-V with the def2-TZVPD basis set, the Open Molecules 2025 dataset).

Geometry as XYZ:
```
21
Properties=species:S:1:pos:R:3:forces:R:3
Mg 0.685 0.823 0.375 -0.146 0.037 0.111
O -2.452 -0.124 1.694 4.401 1.177 -1.950
C -1.426 0.163 1.251 -4.632 -1.081 2.193
C 2.044 0.278 -1.424 3.307 -0.610 -3.616
O 2.783 0.083 -2.284 -3.068 0.708 3.466
C -0.771 1.773 -1.175 -2.433 2.354 -2.755
O -1.463 2.335 -1.893 2.422 -2.102 2.550
C 1.046 -1.398 0.998 1.068 -4.131 1.440
O 1.247 -2.471 1.345 -0.801 3.908 -1.312
C -2.135 -2.451 -2.143 0.464 0.259 0.026
H -2.190 -3.169 -1.326 -0.077 0.046 -0.221
H -2.960 -1.748 -2.248 0.059 -0.220 -0.049
C -1.093 -2.429 -2.981 -0.082 0.201 0.384
H -1.042 -1.710 -3.799 -0.029 -0.268 0.113
H -0.268 -3.136 -2.875 -0.244 0.116 -0.131
C 1.200 2.050 3.080 -0.435 -0.201 0.980
O 1.437 2.185 1.662 0.049 -0.411 -1.112
H 1.097 0.976 3.280 0.158 0.254 0.094
H 0.258 2.546 3.329 0.291 0.043 0.052
H 2.033 2.458 3.666 -0.248 -0.150 -0.288
H 1.972 2.965 1.467 -0.023 0.070 0.025
```
Positions in Å, forces in eV/Å.

Net charge ... +2
Energy above the lowest of the compared OMol25 structures with the same formula, charge and spin ... 0.0 kcal/mol
Maximum force ... 5.238 eV/Å
Orbital gap ... 0.249 Eh

Mulliken atomic charge list, values in e, 8 entries: 1.15 -0.09 0.18 0.23 -0.10 0.21 -0.09 0.23

# ClH3N2O2S

A structure of composition ClH3N2O2S at a distorted geometry (ωB97M-V with the def2-TZVPD basis set, the Open Molecules 2025 dataset).

Geometry as XYZ:
```
9
Properties=species:S:1:pos:R:3:forces:R:3
N -0.077 0.460 0.130 -0.452 0.106 -0.474
N 0.798 -0.370 -0.400 -2.369 -0.109 0.188
O -0.789 -1.625 1.421 0.666 -0.909 0.665
O 0.811 -3.396 0.687 0.151 -0.881 0.023
S 0.583 -2.076 1.170 -1.155 2.142 -1.363
Cl 1.636 -1.835 2.952 -0.029 0.017 -0.017
H -1.036 0.197 0.381 0.505 -0.370 -0.519
H 0.199 1.303 0.566 1.074 0.507 0.639
H 0.122 -0.881 -1.042 1.609 -0.504 0.859
```
Positions in Å, forces in eV/Å.

Net charge ... 0
Energy above the lowest of the compared OMol25 structures with the same formula, charge and spin ... 32.5 kcal/mol
Maximum force ... 2.789 eV/Å
Orbital gap (spin up / spin down) ... 0.285 / 0.285 Eh

Mulliken atomic charge list, values in e, 8 entries: -0.13 -0.36 -0.55 -0.47 0.88 -0.22 0.31 0.20

# C5H9N4O2

The ion C5H9N4O2 with charge -1 at a distorted geometry (ωB97M-V with the def2-TZVPD basis set, the Open Molecules 2025 dataset).

Geometry as XYZ:
```
20
Properties=species:S:1:pos:R:3:forces:R:3
C 1.587 -1.814 -0.339 3.238 -0.569 -0.232
C -0.635 -1.593 0.257 -2.195 -1.316 1.005
C 0.211 0.596 0.803 0.567 -1.018 -1.336
C -0.844 1.417 -1.994 -0.291 -1.416 2.859
C -0.425 0.011 -1.512 0.704 -1.134 -1.922
N 0.548 -2.376 0.082 -0.253 -1.544 -0.628
N 0.105 0.450 2.118 -1.121 -1.804 -2.164
N -0.465 -0.210 -0.103 0.434 1.930 2.902
N 0.739 1.300 2.923 -1.468 0.179 -0.855
O 1.349 2.261 2.424 0.339 -0.282 1.567
O 0.460 1.051 4.100 1.585 1.394 0.093
H 2.541 -2.611 -0.352 -1.932 1.304 0.076
H -1.570 -1.995 -0.364 1.965 0.531 1.331
H -0.807 -1.744 1.365 -0.542 0.805 -1.246
H 0.916 1.300 0.351 -0.456 0.233 0.144
H -1.671 1.560 -1.320 -0.926 0.622 0.129
H -0.151 2.205 -1.659 0.064 -0.250 -1.287
H -1.280 1.255 -2.951 0.398 0.904 -1.177
H -1.187 -0.775 -1.847 0.992 1.280 -0.217
H 0.580 -0.287 -1.981 -1.102 0.150 0.960
```
Positions in Å, forces in eV/Å.

Net charge ... -1
Energy above the lowest of the compared OMol25 structures with the same formula, charge and spin ... 51.1 kcal/mol
Maximum force ... 3.512 eV/Å
Orbital gap (spin up / spin down) ... 0.210 / 0.210 Eh

Mulliken atomic charge list, values in e, 8 entries: -0.64 -0.60 -0.35 -1.21 -0.42 -0.32 -0.33 0.45

# C8H20CoINO

A structure of composition C8H20CoINO at a distorted geometry (ωB97M-V with the def2-TZVPD basis set, the Open Molecules 2025 dataset).

Geometry as XYZ:
```
32
Properties=species:S:1:pos:R:3:forces:R:3
Co -0.573 6.221 0.494 2.104 -1.449 0.204
I 1.536 4.280 0.725 -2.103 2.040 -0.203
C -0.919 -2.153 -0.908 1.264 0.113 -0.110
C 0.303 -1.544 -0.130 -1.698 -0.492 -0.830
N 0.588 -0.067 -0.447 1.172 -0.872 2.333
C 1.557 0.268 0.727 -0.144 1.907 -1.329
C 1.283 0.013 -1.900 -0.469 -0.475 0.820
C 2.611 -0.769 -2.090 -0.619 -0.766 0.674
C -0.675 0.876 -0.351 1.161 -1.878 -0.651
C -1.441 0.986 0.974 1.088 -0.968 -0.646
O -1.792 -0.339 1.512 -0.831 2.155 -0.001
C -2.688 -0.280 2.629 0.900 -1.827 0.329
H -1.097 -3.191 -0.627 0.084 0.120 0.488
H -0.768 -2.244 -1.983 0.131 0.362 -0.084
H -1.832 -1.582 -0.740 -0.068 -0.090 0.089
H 1.269 -2.030 -0.267 -0.315 -0.219 -0.272
H 0.072 -1.636 0.932 0.156 0.246 -0.009
H 1.081 0.115 1.696 0.028 -0.166 -0.260
H 1.769 1.326 0.569 -0.088 0.179 0.379
H 2.558 -0.162 0.699 -0.499 -0.804 -0.346
H 1.354 1.084 -2.090 0.103 -0.124 -0.154
H 0.477 -0.456 -2.464 0.245 0.362 -0.517
H 2.972 -0.778 -3.119 -0.031 1.125 -0.064
H 2.499 -1.851 -2.029 -0.619 -0.139 0.485
H 3.399 -0.550 -1.370 0.036 0.519 -0.346
H -1.346 0.429 -1.085 -0.029 0.436 -0.183
H -0.306 1.848 -0.677 -0.305 0.072 0.133
H -2.337 1.581 0.798 -0.369 -0.181 0.125
H -0.883 1.483 1.768 0.173 -0.030 0.297
H -2.686 -1.308 2.991 -0.318 0.132 0.127
H -3.699 0.038 2.374 -0.246 0.281 -0.529
H -2.287 0.392 3.387 0.106 0.430 0.050
```
Positions in Å, forces in eV/Å.

Net charge ... +3
Maximum force ... 2.937 eV/Å
Orbital gap (spin up / spin down) ... 0.277 / 0.151 Eh
Spin multiplicity ... 5

Mulliken atomic charge list, values in e, 8 entries: 0.97 0.10 -1.19 -0.62 -0.08 -0.74 -0.21 -1.20

# C16H34AlBBrCl5F6KNO15P2S

A structure of composition C16H34AlBBrCl5F6KNO15P2S at a distorted geometry (ωB97M-V with the def2-TZVPD basis set, the Open Molecules 2025 dataset).

Geometry as XYZ:
```
84
Properties=species:S:1:pos:R:3:forces:R:3
O 2.482 0.748 2.100 0.784 -0.914 -2.570
S 2.897 0.678 0.679 -0.685 2.187 2.481
O 3.560 -0.850 0.451 -0.479 -0.105 -0.060
C 4.363 -0.927 -0.743 -0.088 -0.244 -0.827
C 5.843 -1.372 -0.476 0.561 0.696 -0.449
O 6.309 -2.408 -1.400 -1.131 1.364 2.050
O 1.484 0.834 -0.190 1.546 -1.677 -0.085
C 0.966 -0.427 -0.696 -2.105 -0.426 -0.126
B 0.233 -1.332 0.444 -0.039 -0.597 0.278
O -0.516 -0.792 1.491 1.383 -0.758 -1.106
O 0.408 -2.749 0.317 0.437 1.829 0.730
H 4.343 0.073 -1.256 0.136 -0.932 0.348
H 3.868 -1.674 -1.424 0.491 0.662 0.496
H 6.495 -0.488 -0.698 -0.389 -0.848 0.623
H 6.035 -1.786 0.575 -1.116 5.371 -5.356
H 5.557 -2.945 -1.715 0.161 0.230 0.173
H 0.134 -0.160 -1.426 1.102 -0.170 0.651
H 1.706 -1.042 -1.262 -0.354 0.738 0.332
H -0.288 -1.308 2.283 -0.631 0.098 -0.166
H 1.363 -2.848 0.168 -0.454 -0.392 -0.345
K 6.143 -2.960 1.567 1.115 -4.920 4.604
N -1.431 -0.685 -3.345 -0.371 -0.099 -0.532
C -1.163 -0.335 -4.606 0.397 0.119 0.481
C -2.091 -0.421 -5.640 0.047 -0.067 0.363
C -3.368 -0.900 -5.348 -0.504 -0.053 -0.391
C -3.662 -1.269 -4.051 -0.094 -0.211 0.018
C -2.667 -1.142 -3.091 0.466 0.198 0.105
H -0.156 0.029 -4.784 -0.033 0.049 -0.066
H -1.823 -0.113 -6.652 -0.124 0.762 0.089
H -4.121 -0.982 -6.127 -0.130 0.177 0.113
H -4.640 -1.644 -3.786 -0.017 0.171 -0.013
H -2.855 -1.414 -2.058 -0.073 -0.013 -0.042
Br 6.620 -4.077 -3.178 0.251 -1.144 -1.260
Al -1.548 -2.227 -6.921 0.075 -0.719 -0.044
C 2.153 4.270 1.826 -0.061 -0.252 0.200
O 2.805 5.485 2.214 0.512 -0.825 -3.433
P 4.412 5.655 1.644 3.243 3.570 7.125
O 5.063 5.148 2.921 -0.569 -0.748 -1.672
O 4.284 7.276 1.630 0.271 -0.744 -1.015
C 3.934 7.946 2.834 -0.490 0.215 0.302
O 5.815 5.768 0.699 -2.744 -0.474 -1.388
C 6.865 4.846 0.943 0.252 -0.470 -0.134
H 1.132 4.287 2.202 0.081 0.074 0.011
H 2.129 4.186 0.737 -0.206 -0.092 0.034
H 2.676 3.410 2.252 -0.067 0.006 0.019
H 4.235 7.383 3.718 0.015 -0.122 -0.122
H 2.858 8.118 2.857 0.011 -0.031 0.068
H 4.443 8.910 2.844 0.046 -0.100 -0.184
H 6.485 3.830 1.047 0.170 0.012 0.185
H 7.416 5.140 1.836 -0.252 -0.095 0.100
H 7.545 4.883 0.089 -0.229 0.081 -0.088
O -4.914 2.222 -4.267 0.095 -0.306 -0.071
Cl -6.050 1.420 -4.664 -0.391 0.793 0.111
O -5.830 0.906 -6.005 0.198 -0.275 0.002
O -7.245 2.223 -4.640 0.282 -0.308 -0.057
O -6.195 0.306 -3.744 0.125 -0.299 0.011
F 9.354 -1.380 5.681 -0.578 0.012 0.899
P 9.859 -2.715 4.893 0.964 -0.003 0.918
F 9.685 -3.479 6.322 0.711 -0.266 0.572
F 11.347 -2.319 5.425 0.233 1.045 0.507
F 8.861 -3.957 4.492 -1.291 -0.117 -0.885
F 10.809 -3.259 3.683 -0.304 -1.100 -0.732
F 9.066 -1.900 3.711 -0.241 0.391 -1.696
C -5.277 -1.369 2.446 -0.145 0.152 -0.136
C -5.000 -2.633 1.650 0.031 0.048 0.157
O -6.171 -3.272 1.172 -0.098 -0.217 0.041
C -6.977 -2.516 0.283 0.057 -0.037 -0.097
C -6.265 -2.124 -0.998 0.157 0.145 -0.023
H -5.987 -1.569 3.251 0.077 -0.051 0.002
H -4.353 -0.981 2.877 -0.026 -0.032 -0.014
H -5.706 -0.584 1.818 0.087 0.021 0.026
H -4.504 -3.356 2.301 -0.139 -0.101 -0.106
H -4.308 -2.433 0.824 -0.002 0.087 -0.017
H -7.384 -1.637 0.794 0.058 0.090 -0.050
H -7.830 -3.150 0.029 0.097 -0.114 0.154
H -5.449 -1.424 -0.804 -0.092 0.093 -0.052
H -6.959 -1.640 -1.688 0.072 0.032 0.007
H -5.837 -3.003 -1.485 -0.099 -0.056 0.034
C -11.149 -2.645 0.284 -0.267 -1.137 -0.111
Cl -10.759 -2.469 -1.423 0.054 0.300 0.380
Cl -10.509 -4.158 0.927 -0.106 0.263 -0.006
Cl -10.509 -1.257 1.190 0.380 0.783 0.462
H -12.229 -2.655 0.393 0.109 0.115 0.052
Cl -10.314 -0.821 3.773 -0.123 -0.313 -0.785
```
Positions in Å, forces in eV/Å.

Net charge ... 0
Maximum force ... 8.604 eV/Å
Orbital gap ... 0.029 Eh

Mulliken atomic charge list, values in e, 8 entries: -0.48 0.60 -0.31 -0.25 -0.65 -0.53 -0.30 -0.08

# C7H7NO2S

A cluster of 2 separate species, C7H7NO2S in total at a distorted geometry (ωB97M-V with the def2-TZVPD basis set, the Open Molecules 2025 dataset).

Geometry as XYZ:
```
18
Properties=species:S:1:pos:R:3:forces:R:3
C -0.799 1.714 -0.554 -0.138 0.009 -0.288
C -0.789 0.722 -1.520 -0.082 0.204 -0.018
C -0.341 1.441 0.729 -0.142 0.017 0.146
C -0.328 -0.543 -1.205 0.138 -0.147 0.241
C 0.138 0.178 1.039 -0.097 -0.426 -0.053
C 0.159 -0.824 0.072 -0.089 0.485 0.057
C 0.691 -2.169 0.356 -0.067 0.014 -0.149
N 1.535 -2.507 1.222 0.418 -0.438 0.446
O 2.945 1.277 1.247 1.548 -2.930 0.174
O 1.985 3.456 1.781 -1.004 2.763 1.598
S 2.246 2.447 0.792 -0.189 0.306 -1.820
H -1.178 2.697 -0.793 -0.031 0.089 -0.013
H -1.159 0.929 -2.513 -0.012 0.026 -0.069
H -0.413 2.200 1.496 -0.017 0.017 0.065
H -0.332 -1.326 -1.948 -0.004 -0.083 -0.107
H 0.486 -0.034 2.040 0.005 -0.025 0.074
H 0.317 -2.960 -0.290 -0.098 -0.099 -0.150
H 1.894 -1.744 1.796 -0.139 0.220 -0.135
```
Positions in Å, forces in eV/Å.

Net charge ... 0
Energy above the lowest of the compared OMol25 structures with the same formula, charge and spin ... 0.0 kcal/mol
Maximum force ... 3.346 eV/Å
Orbital gap (spin up / spin down) ... 0.296 / 0.199 Eh
Spin multiplicity ... 3

Mulliken atomic charge list, values in e, 8 entries: -0.37 -0.52 -0.81 -0.48 -0.45 0.91 -0.21 -0.70

# C3H5ClN2

The molecule C3H5ClN2 at a distorted geometry (ωB97M-V with the def2-TZVPD basis set, the Open Molecules 2025 dataset).

Geometry as XYZ:
```
11
Properties=species:S:1:pos:R:3:forces:R:3
C -0.630 -0.453 -0.485 1.081 1.244 2.326
C 0.413 0.535 -1.029 0.066 -0.236 -1.938
C -0.148 -0.245 1.221 -1.594 -1.775 -3.818
N 1.171 1.107 0.080 1.369 0.519 -0.719
N 0.857 0.744 1.194 0.206 0.463 0.859
Cl 0.412 -1.663 2.032 0.822 -1.311 0.198
H -1.625 -0.043 -0.670 -0.001 -0.254 0.490
H -0.587 -1.491 -0.841 0.311 0.415 0.300
H 1.100 0.048 -1.826 -0.788 1.066 1.487
H 0.034 1.517 -1.465 -0.049 -1.529 0.062
H -0.997 -0.056 1.788 -1.423 1.397 0.753
```
Positions in Å, forces in eV/Å.

Net charge ... 0
Energy above the lowest of the compared OMol25 structures with the same formula, charge and spin ... 37.1 kcal/mol
Maximum force ... 4.502 eV/Å
Structure (SMILES) ... Cl[C@@H]1CCN=N1
Orbital gap ... 0.379 Eh

Mulliken atomic charge list, values in e, 8 entries: -0.53 -0.28 0.05 -0.25 -0.17 -0.19 0.26 0.32

# C9H16N

The ion C9H16N with charge +1 at a distorted geometry (ωB97M-V with the def2-TZVPD basis set, the Open Molecules 2025 dataset).

Geometry as XYZ:
```
26
Properties=species:S:1:pos:R:3:forces:R:3
C -1.995 -0.080 0.123 -0.578 0.052 0.088
C -0.617 -0.308 -0.267 0.807 -0.026 -0.241
C 2.752 -2.132 0.392 -0.010 0.112 -0.103
C 2.514 -0.845 0.522 0.401 -0.419 0.380
C -3.084 -0.726 -0.360 1.481 0.476 0.224
C 0.492 0.378 0.100 -1.834 -0.304 -0.292
C -4.469 -0.376 0.006 -0.243 0.027 0.044
C 0.534 1.544 1.031 -0.077 -0.060 0.104
C 2.599 0.990 -1.082 0.466 0.606 -0.412
N 1.774 -0.082 -0.477 -0.279 -0.477 -0.216
H -2.154 0.702 0.854 -0.112 0.104 0.089
H -0.492 -1.139 -0.955 0.131 -0.106 -0.119
H 3.277 -2.668 1.162 0.101 -0.026 0.157
H 2.446 -2.704 -0.469 -0.104 -0.070 -0.201
H 2.814 -0.269 1.383 -0.039 0.184 -0.002
H -2.960 -1.516 -1.093 0.115 -0.066 -0.068
H -5.047 -1.268 0.245 -0.040 0.016 0.033
H -4.947 0.094 -0.855 -0.122 -0.007 -0.015
H -4.505 0.320 0.841 -0.033 0.010 0.041
H 1.502 2.032 1.032 0.088 0.125 0.082
H 0.302 1.238 2.052 0.078 0.009 0.025
H -0.213 2.284 0.741 0.044 0.020 -0.024
H 1.961 1.691 -1.618 -0.087 -0.112 0.058
H 3.157 1.523 -0.316 -0.108 -0.105 0.042
H 3.312 0.549 -1.779 -0.070 -0.106 0.129
H 1.526 -0.734 -1.231 0.023 0.144 0.201
```
Positions in Å, forces in eV/Å.

Net charge ... +1
Energy above the lowest of the compared OMol25 structures with the same formula, charge and spin ... 45.3 kcal/mol
Maximum force ... 1.882 eV/Å
Structure (SMILES) ... C=C[N@H+](C)/C(C)=C/C=C/C
Orbital gap ... 0.333 Eh

Mulliken atomic charge list, values in e, 8 entries: -0.68 -0.05 -0.83 0.12 -0.05 0.50 -1.23 -1.60

# C2H5N2

The ion C2H5N2 with charge +1 at a distorted geometry (ωB97M-V with the def2-TZVPD basis set, the Open Molecules 2025 dataset).

Geometry as XYZ:
```
9
Properties=species:S:1:pos:R:3:forces:R:3
C -0.051 0.420 0.077 -0.577 3.783 -1.099
C -0.025 -0.782 -0.667 1.749 -3.031 -0.721
N 0.059 -1.668 -1.412 -0.389 2.293 1.505
N 0.021 0.709 1.482 3.719 -4.698 -2.484
H 0.493 1.170 -0.748 -0.634 -1.660 2.021
H -1.064 0.579 -0.284 -1.082 1.006 0.245
H 0.195 -2.125 -2.288 0.000 -0.656 -0.326
H -0.503 1.370 1.921 -1.695 2.079 0.908
H 0.876 0.327 1.919 -1.091 0.883 -0.049
```
Positions in Å, forces in eV/Å.

Net charge ... +1
Energy above the lowest of the compared OMol25 structures with the same formula, charge and spin ... 35.8 kcal/mol
Maximum force ... 6.486 eV/Å
Structure (SMILES) ... [NH+]#CCN
Orbital gap ... 0.351 Eh

Mulliken atomic charge list, values in e, 8 entries: -0.25 0.23 0.00 -0.37 0.31 0.30 0.34 0.21